No. 1
Formula: C3H13N4
Source: the Open Molecules 2025 dataset
Level of theory: ωB97M-V/def2-TZVPD

Properties
Relative energy (zero: lowest compared OMol25 entry of this formula, charge and spin) = 1.978 eV
M = 105.16 g mol⁻¹
Maximum force = 0.01234 Eh/bohr
Net charge = +1
LUMO energy = -3.3793 eV
Frontier orbital gap = 9.97 eV

Last column: natural (NBO) charge in e.
Cartesian coordinates (Å):
C (-0.600, -1.060, -1.323)  -0.23
N (-1.063, -1.395, -2.644)  -0.82
C (-1.786, -0.851, -0.397)  -0.22
N (-1.296, -0.836, 1.035)  -0.69
H (0.030, -0.163, -1.264)  0.17
H (-0.013, -1.886, -0.916)  0.20
H (-1.442, -0.586, -3.125)  0.37
H (-0.303, -1.754, -3.212)  0.39
H (-2.502, -1.666, -0.476)  0.24
H (-2.292, 0.099, -0.564)  0.22
H (-2.034, -0.490, 1.648)  0.44
H (-0.998, -1.770, 1.320)  0.44
H (-0.507, -0.182, 1.166)  0.46
N (2.694, 1.529, 0.601)  -0.79
C (1.380, 1.637, 0.902)  0.29
N (0.890, 1.262, 2.034)  -0.77
H (2.955, 1.078, -0.262)  0.40
H (3.274, 1.254, 1.381)  0.40
H (0.746, 2.098, 0.138)  0.15
H (-0.003, 1.735, 2.162)  0.34

No. 2
Formula: C3H13NO2
Source: the Open Molecules 2025 dataset
Level of theory: ωB97M-V/def2-TZVPD

Properties
Spin multiplicity = 2
Relative energy (zero: lowest compared OMol25 entry of this formula, charge and spin) = 0.666 eV
M = 95.14 g mol⁻¹
Maximum force = 0.03053 Eh/bohr
Net charge = -1
LUMO energy (spin up / spin down) = 3.8055 / 3.7259 eV
Frontier orbital gap (spin up / spin down) = 2.59 / 9.25 eV

Last column: natural (NBO) charge in e.
Cartesian coordinates (Å):
C (1.141, 0.168, 0.719)  -0.46
N (-0.296, -0.093, 0.896)  -0.48
C (-0.488, -1.406, 1.530)  -0.82
C (-0.903, 0.973, 1.640)  -0.61
H (1.606, -0.620, 0.128)  0.20
H (1.608, 0.055, 1.709)  0.16
H (1.359, 1.131, 0.273)  0.21
H (-1.537, -1.676, 1.338)  0.17
H (0.165, -2.154, 1.093)  0.20
H (-0.441, -1.344, 2.623)  0.17
H (-1.989, 0.869, 1.676)  0.19
H (-0.763, 1.921, 1.113)  0.19
H (-0.500, 1.099, 2.652)  0.16
H (0.630, 0.354, -2.457)  0.51
H (1.644, 0.790, -3.532)  0.44
O (1.513, 0.777, -2.580)  -1.00
H (-1.697, -0.814, -1.976)  0.42
H (-0.842, -0.470, -0.668)  0.49
O (-0.915, -0.363, -1.653)  -1.15

No. 3
Formula: C3H13NO2
Source: the Open Molecules 2025 dataset
Level of theory: ωB97M-V/def2-TZVPD

Properties
Relative energy (zero: lowest compared OMol25 entry of this formula, charge and spin) = 0.000 eV
M = 95.14 g mol⁻¹
Maximum force = 0.01038 Eh/bohr
Structure (SMILES) = CC(C)N.O.O
Net charge = 0
LUMO energy = 0.9596 eV
Frontier orbital gap = 10.83 eV

Last column: natural (NBO) charge in e.
Cartesian coordinates (Å):
C (1.467, 1.801, 0.380)  -0.62
C (0.767, 0.767, -0.497)  -0.05
C (1.375, -0.624, -0.295)  -0.63
N (-0.683, 0.717, -0.250)  -0.86
H (2.546, 1.831, 0.242)  0.21
H (1.072, 2.797, 0.195)  0.20
H (1.257, 1.574, 1.428)  0.20
H (0.901, 1.055, -1.543)  0.18
H (2.027, -0.919, -1.115)  0.21
H (1.946, -0.672, 0.633)  0.21
H (0.616, -1.403, -0.235)  0.23
H (-1.079, 1.640, -0.350)  0.36
H (-0.832, 0.457, 0.726)  0.39
O (-1.673, -1.412, 1.714)  -0.99
H (-2.246, -2.004, 2.203)  0.47
H (-1.884, -1.578, 0.779)  0.50
O (-2.081, -1.473, -1.058)  -1.01
H (-1.903, -1.937, -1.886)  0.48
H (-1.591, -0.618, -1.069)  0.51

No. 4
Formula: C3H13NO2S
Source: the Open Molecules 2025 dataset
Level of theory: ωB97M-V/def2-TZVPD

Properties
Relative energy (zero: lowest compared OMol25 entry of this formula, charge and spin) = 0.320 eV
M = 127.21 g mol⁻¹
Maximum force = 0.01743 Eh/bohr
Structure (SMILES) = C[C@H](N)CS.O.O
Net charge = 0
LUMO energy = 0.3532 eV
Frontier orbital gap = 9.37 eV

Last column: natural (NBO) charge in e.
Cartesian coordinates (Å):
C (-0.450, -0.301, -1.613)  -0.59
C (0.664, -0.657, -0.633)  -0.08
N (1.620, -1.574, -1.283)  -0.84
C (0.062, -1.207, 0.655)  -0.53
S (1.184, -0.947, 2.070)  -0.08
H (-1.044, 0.519, -1.221)  0.18
H (-0.076, 0.104, -2.550)  0.22
H (-1.104, -1.150, -1.838)  0.21
H (1.190, 0.261, -0.406)  0.21
H (1.430, -2.534, -1.026)  0.35
H (2.568, -1.357, -1.008)  0.36
H (-0.148, -2.276, 0.587)  0.21
H (-0.919, -0.756, 0.855)  0.25
H (0.304, -0.430, 2.918)  0.13
O (-2.632, 1.200, 0.802)  -0.95
H (-1.839, 1.299, 0.264)  0.48
H (-2.665, 1.972, 1.388)  0.47
O (0.460, 2.379, 0.423)  -0.96
H (1.028, 2.119, 1.156)  0.48
H (0.366, 3.335, 0.460)  0.48

No. 5
Formula: C3H13NO2S
Source: the Open Molecules 2025 dataset
Level of theory: ωB97M-V/def2-TZVPD

Properties
Spin multiplicity = 2
Relative energy (zero: lowest compared OMol25 entry of this formula, charge and spin) = 2.083 eV
M = 127.21 g mol⁻¹
Maximum force = 0.08532 Eh/bohr
Net charge = +1
LUMO energy (spin up / spin down) = -3.9483 / -9.1228 eV
Frontier orbital gap (spin up / spin down) = 8.82 / 3.54 eV

Last column: natural (NBO) charge in e.
Cartesian coordinates (Å):
C (1.633, -1.320, -1.497)  -0.49
N (2.091, -0.158, -0.746)  -0.65
C (1.015, 0.692, -0.216)  -0.21
C (-0.118, -0.112, 0.606)  -0.64
S (-1.353, 0.973, 1.254)  0.74
H (1.502, -2.273, -0.806)  0.22
H (0.901, -1.094, -2.280)  0.19
H (2.419, -1.626, -2.341)  0.25
H (2.844, 0.270, -1.281)  0.41
H (0.803, 1.381, -1.024)  0.21
H (1.450, 1.360, 0.561)  0.21
H (0.420, -0.671, 1.330)  0.31
H (-0.718, -0.829, -0.039)  0.29
H (-0.581, 2.005, 1.779)  0.16
H (-2.733, -1.673, 4.837)  0.49
H (-1.574, -0.796, 4.707)  0.46
O (-2.072, -1.409, 4.135)  -0.94
H (0.410, 0.970, -3.873)  0.46
H (-0.265, -0.011, -4.903)  0.47
O (0.443, 0.529, -4.743)  -0.93

No. 6
Formula: C3H13NO2S2
Source: the Open Molecules 2025 dataset
Level of theory: ωB97M-V/def2-TZVPD

Properties
Relative energy (zero: lowest compared OMol25 entry of this formula, charge and spin) = 2.525 eV
M = 159.28 g mol⁻¹
Maximum force = 0.12745 Eh/bohr
Structure (SMILES) = CSSCCN.O.O
Net charge = 0
LUMO energy = 0.4631 eV
Frontier orbital gap = 8.79 eV

Last column: natural (NBO) charge in e.
Cartesian coordinates (Å):
C (-3.998, 1.238, 0.435)  -0.80
S (-2.355, 1.477, -0.250)  0.12
S (-1.696, -0.286, -1.013)  0.05
C (-1.150, -1.577, 0.193)  -0.52
C (-0.083, -1.121, 1.164)  -0.25
N (1.367, -1.627, 1.045)  -0.85
H (-4.167, 0.349, 1.154)  0.23
H (-4.411, 2.081, 0.948)  0.24
H (-4.779, 1.048, -0.358)  0.22
H (-0.953, -2.536, -0.376)  0.23
H (-1.951, -1.785, 0.687)  0.20
H (-0.230, -1.535, 2.335)  0.18
H (-0.298, -0.060, 1.377)  0.21
H (1.328, -2.467, 0.468)  0.34
H (2.031, -1.007, 0.546)  0.39
O (6.183, 0.869, -0.171)  -0.94
H (6.203, 1.654, -0.797)  0.48
H (6.153, 1.308, 0.637)  0.47
O (3.740, -0.328, -0.222)  -0.94
H (4.600, -0.146, -0.118)  0.48
H (3.727, -0.142, -1.238)  0.46

- Number 6 is which compound?
  C3H13NO2S2

- Among the records above, which one has the lowest relative energy (zero: lowest compared OMol25 entry of this formula, charge and spin)?
  number 3

- What is the net charge in the fifth record?
  +1